# C7H41NO13

14 unconnected molecules or ions with the total composition C7H41NO13 (ωB97M-V/def2-TZVPD, the Open Molecules 2025 dataset).

Expectation value of S²: 0.7548
Multiplicity: 2
Orbital gap (spin up / spin down): 9.06 / 5.37 eV
Relative energy (zero: lowest compared OMol25 entry of this formula, charge and spin): 61.40 kcal/mol
LUMO energy (spin up / spin down): -3.536 / -7.220 eV
Total charge: +1
HOMO (spin up / spin down): -12.592 / -12.591 eV

Last column: natural (NBO) charge in e.
Atoms and positions in Å:
C (-0.3421, -1.2033, -1.1655)  -0.6453
C (-0.4644, -0.0287, -2.1470)  -0.4203
C (0.4530, 1.1710, -1.6946)  -0.4944
N (-2.0238, 2.6287, -1.0453)  -0.7142
C (-1.0615, 3.1023, -1.9938)  0.3140
C (-0.0438, 2.3580, -2.4690)  0.2436
C (0.8711, 2.8735, -3.5189)  -0.6963
C (-1.1862, 4.6051, -2.1900)  -0.6825
H (0.6674, -1.2375, -0.7694)  0.2124
H (-1.0739, -1.2879, -0.3565)  0.2315
H (-0.5408, -2.2743, -1.4994)  0.2436
H (-1.5132, 0.3206, -2.2800)  0.2067
H (-0.1873, -0.5829, -3.1004)  0.2525
H (1.5083, 0.8647, -1.9049)  0.2636
H (0.5012, 1.4459, -0.6077)  0.2333
H (-2.4023, 3.4201, -0.5084)  0.4089
H (-1.5658, 2.0111, -0.3719)  0.4444
H (0.7138, 3.9101, -3.8176)  0.2399
H (0.8470, 2.2156, -4.3740)  0.2861
H (1.9216, 2.8548, -3.2530)  0.2676
H (-1.9279, 4.9887, -1.4143)  0.2334
H (-1.5332, 4.9553, -3.1274)  0.2729
H (-0.2818, 5.1643, -2.0953)  0.2581
H (-1.8078, -0.6075, 1.0143)  0.4892
H (-3.3286, -0.7621, 0.5231)  0.4931
O (-2.6682, -1.0540, 1.1542)  -1.0078
H (-1.1184, 0.5333, 2.0455)  0.5415
H (0.1306, 0.4564, 0.9757)  0.5069
O (-0.8019, 0.6925, 1.0998)  -1.0245
H (2.7867, 2.0197, 1.6370)  0.4814
H (4.0378, 1.7579, 2.3905)  0.4722
O (3.0929, 1.6921, 2.5134)  -0.9778
H (-2.2614, -2.9519, 1.4540)  0.4752
H (-2.8020, -4.3150, 2.0719)  0.4785
O (-2.3825, -3.8940, 1.3309)  -0.9631
H (1.7594, -4.2143, 1.1337)  0.4577
H (0.8418, -5.3756, 1.6541)  0.4860
O (1.5196, -5.1287, 1.0245)  -0.9435
H (0.7084, -3.3418, -4.0506)  0.4683
H (1.8058, -2.5417, -3.4413)  0.4557
O (1.6136, -3.0595, -4.2524)  -0.9206
H (-4.6678, 0.8524, -2.6992)  0.4774
H (-3.5844, 1.0745, -1.6581)  0.4585
O (-4.3740, 0.5400, -1.8264)  -0.9341
H (3.5149, -2.2260, 0.3624)  0.4785
H (3.7502, -2.6765, -1.1084)  0.4871
O (3.7090, -1.9194, -0.5343)  -0.9630
H (-2.1097, -1.9118, 2.9408)  0.4639
H (-3.4422, -1.1780, 3.0980)  0.4786
O (-2.5711, -1.2628, 3.4626)  -0.9398
H (3.4642, 3.6348, 0.1783)  0.5064
H (1.9681, 3.2265, -0.1566)  0.4769
O (2.8195, 2.9146, 0.1431)  -0.9535
H (-0.6413, 1.2747, 4.6787)  0.4943
H (0.9053, 0.9313, 4.5975)  0.4915
O (0.0835, 1.0188, 4.1098)  -0.9820
H (0.9781, -2.5704, 2.0980)  0.4805
H (1.9018, -2.0115, 3.3539)  0.4879
O (1.2538, -2.6441, 3.0158)  -0.9666
H (2.2895, -0.2446, 0.9162)  0.4962
H (1.4576, 0.1266, 2.2195)  0.5101
O (1.5810, -0.5223, 1.5259)  -0.9769



# C5H7NO

A single C5H7NO molecule (ωB97M-V/def2-TZVPD, the Open Molecules 2025 dataset).

Multiplicity: 1
Orbital gap (spin up / spin down): 7.86 / 7.61 eV
Relative energy (zero: lowest compared OMol25 entry of this formula, charge and spin): 129.80 kcal/mol
LUMO energy (spin up / spin down): -0.933 / -1.337 eV
HOMO (spin up / spin down): -8.792 / -8.950 eV

Last column: natural (NBO) charge in e.
Atoms and positions in Å:
C (-1.9303, 0.1791, 0.0387)  -0.5972
C (-0.6822, -0.3770, 0.7226)  -0.5559
C (0.5148, 0.3756, 0.3169)  0.1811
C (1.8899, -0.2064, 0.3158)  -0.2018
O (2.3029, 0.3821, -0.9429)  -0.4678
C (1.1035, 0.7017, -1.4519)  0.4400
N (0.3216, 0.7721, -2.3357)  -0.3452
H (-2.0122, 1.2503, 0.2401)  0.2168
H (-2.8413, -0.3254, 0.3712)  0.2097
H (-1.8278, 0.0603, -1.0438)  0.2330
H (-0.7435, -0.2060, 1.8169)  0.2576
H (-0.5956, -1.4691, 0.5998)  0.2154
H (2.5025, 0.1562, 1.1499)  0.2210
H (1.9976, -1.2935, 0.2025)  0.1932



# C27H72CuN2O11

A molecular structure, C27H72CuN2O11 (ωB97M-V/def2-TZVPD, the Open Molecules 2025 dataset).

Expectation value of S²: 0.7535
Multiplicity: 2
Orbital gap (spin up / spin down): 8.67 / 6.57 eV
LUMO energy (spin up / spin down): 0.528 / -1.155 eV
HOMO (spin up / spin down): -8.144 / -7.724 eV

Last column: Mulliken spin population.
Atoms and positions in Å:
Cu (-0.5759, -0.6003, -0.1742)  0.7292
C (-3.1274, 1.2962, -3.4646)  0.0110
C (-2.4679, 0.0644, -2.8619)  -0.0267
O (-2.3131, -0.0390, -1.4595)  0.1297
H (-3.2593, 1.2873, -4.5465)  0.0005
H (-2.5436, 2.2106, -3.3588)  -0.0010
H (-4.0916, 1.5404, -3.0187)  -0.0002
H (-1.4391, 0.1177, -3.2179)  0.0076
H (-3.0608, -0.7380, -3.3009)  0.0000
C (2.5714, -3.3397, 1.1056)  0.0068
C (2.0347, -1.9590, 1.5756)  -0.0356
C (3.0695, -1.3711, 2.4588)  0.0060
O (1.3716, -1.1966, 0.6130)  0.1423
H (1.7543, -3.8748, 0.6216)  0.0006
H (2.9988, -3.9527, 1.8991)  -0.0012
H (3.3554, -3.2169, 0.3584)  -0.0018
H (1.2628, -2.3496, 2.2387)  0.0054
H (3.3923, -1.9940, 3.2931)  0.0000
H (2.7619, -0.3925, 2.8272)  0.0011
H (3.9717, -1.2424, 1.8608)  -0.0023
C (0.0748, -3.1108, -2.5985)  -0.0018
O (-0.6527, -2.6292, -1.4584)  0.0108
C (-1.4253, -3.6823, -0.9354)  0.0053
C (-2.4437, -2.9804, 0.0601)  -0.0016
N (-1.6125, -2.2794, 1.0557)  0.0321
C (-2.5335, -1.6482, 2.0542)  -0.0032
C (-1.8788, -0.4986, 2.7041)  0.0001
O (-1.2331, 0.3754, 1.7533)  -0.0070
C (-1.1950, 1.7083, 2.3560)  -0.0010
H (0.5988, -2.3740, -3.2073)  0.0004
H (-0.6608, -3.6214, -3.2200)  0.0001
H (0.8449, -3.8355, -2.3345)  0.0002
H (-0.7450, -4.3400, -0.3943)  0.0007
H (-2.1208, -4.1495, -1.6326)  -0.0005
H (-3.0033, -3.8104, 0.4913)  -0.0011
H (-3.0695, -2.2811, -0.4944)  -0.0036
H (-0.9378, -2.8898, 1.4939)  -0.0028
H (-2.7089, -2.3365, 2.8810)  0.0006
H (-3.4509, -1.2934, 1.5845)  0.0009
H (-1.1743, -0.9224, 3.4198)  0.0023
H (-2.7472, -0.1121, 3.2376)  0.0008
H (-0.5314, 1.8105, 3.2146)  0.0003
H (-2.2255, 2.0208, 2.5244)  -0.0001
H (-0.9090, 2.4613, 1.6216)  0.0014
C (2.6069, -1.7580, 6.5528)  0.0000
O (2.3460, -0.4011, 6.9626)  0.0000
C (1.9863, 0.3728, 5.7916)  -0.0002
C (1.9270, 1.8478, 6.0347)  0.0000
N (1.2088, 2.5966, 4.9686)  0.0000
C (2.0661, 2.6841, 3.7544)  0.0007
C (2.1184, 4.0775, 3.1207)  0.0001
O (0.7768, 4.4200, 2.7345)  -0.0001
C (0.5480, 5.4951, 1.8039)  0.0000
H (1.6350, -2.1211, 6.2186)  0.0000
H (2.9346, -2.3246, 7.4244)  0.0000
H (3.3562, -1.8921, 5.7726)  0.0001
H (1.1599, -0.0219, 5.2006)  0.0004
H (2.7933, 0.2700, 5.0661)  -0.0001
H (2.9610, 2.1175, 6.2499)  0.0000
H (1.3494, 1.9511, 6.9533)  0.0000
H (0.8149, 3.4997, 5.1909)  0.0000
H (1.7199, 1.9026, 3.0781)  -0.0007
H (3.1116, 2.5075, 4.0074)  0.0000
H (2.7423, 3.8568, 2.2546)  0.0000
H (2.6337, 4.8929, 3.6284)  0.0000
H (0.9324, 6.4728, 2.0945)  0.0000
H (-0.5187, 5.5106, 1.5803)  0.0000
H (0.9380, 5.3085, 0.8032)  0.0000
C (-4.6809, -3.3721, -2.6825)  0.0001
C (-5.7101, -3.5283, -3.8580)  0.0000
O (-6.9184, -3.6331, -3.2835)  0.0000
H (-4.9927, -2.4712, -2.1541)  0.0001
H (-3.6306, -3.2546, -2.9492)  0.0000
H (-4.7386, -4.0765, -1.8527)  0.0001
H (-5.4082, -4.4094, -4.4242)  0.0000
H (-5.6420, -2.7081, -4.5726)  0.0000
H (-7.6933, -3.7437, -3.8393)  0.0000
C (0.6392, 1.4441, -5.4285)  0.0001
C (1.5836, 0.2875, -5.0641)  0.0006
O (2.8427, 0.8031, -4.6754)  -0.0001
H (-0.2347, 1.0092, -5.9135)  -0.0001
H (1.0964, 2.0039, -6.2443)  0.0000
H (0.2946, 2.2177, -4.7422)  0.0000
H (1.6264, -0.3908, -5.9162)  0.0000
H (1.0827, -0.2192, -4.2392)  -0.0004
H (3.1370, 0.3743, -3.8685)  -0.0002
C (2.5262, 1.9708, -0.5064)  -0.0069
C (1.3294, 1.8208, -1.3294)  0.0063
O (0.3300, 1.6864, -0.4230)  -0.0058
H (3.4368, 2.2791, -1.0200)  -0.0001
H (2.6730, 1.0183, 0.0029)  0.0012
H (2.4440, 2.7341, 0.2675)  0.0005
H (1.4506, 0.9924, -2.0273)  -0.0015
H (1.0887, 2.7074, -1.9159)  -0.0003
H (0.3015, 2.4706, 0.1300)  0.0027
C (-2.2562, 3.7495, -1.0047)  0.0004
C (-3.7554, 3.4477, -0.8379)  -0.0003
O (-3.8695, 2.2387, -0.1098)  -0.0001
H (-2.2326, 4.5361, -1.7588)  0.0000
H (-1.6606, 2.8553, -1.1884)  -0.0005
H (-1.8278, 4.2132, -0.1161)  -0.0002
H (-4.2622, 3.3175, -1.7941)  0.0000
H (-4.2052, 4.2260, -0.2215)  0.0000
H (-3.8281, 1.6430, -0.8614)  0.0011
C (4.4782, -1.9451, -3.5685)  0.0000
C (3.6838, -1.8154, -2.2777)  0.0000
O (3.2625, -0.5507, -2.1377)  0.0019
H (4.6452, -3.0167, -3.6770)  0.0000
H (5.3956, -1.3643, -3.6646)  0.0000
H (3.8442, -1.6224, -4.3944)  0.0000
H (4.3986, -2.0432, -1.4870)  -0.0009
H (2.8576, -2.4832, -2.0338)  -0.0014
H (3.0257, -0.4946, -1.2091)  -0.0017



| no. | F_max (eV/A) |
| --- | --- |
| 1 | 5.78 |
| 2 | 0.87 |
| 3 | 3.92 |